Entry 1:
The following is a quantum chemistry calculation of a structure of composition C22H60F3O11S9Tl at a distorted geometry, from the Open Molecules 2025 dataset.

Geometry as XYZ:
```
106
Properties=species:S:1:pos:R:3:forces:R:3:mulliken_spin:R:1
Tl 0.38720 2.55338 -4.41261 -0.36 0.00 0.05 0.00
C 0.43899 1.03896 -0.36551 2.14 -0.40 -3.25 0.03
O 1.47660 -0.03590 -0.63535 -2.90 1.92 -0.01 0.00
O 0.54215 1.90410 -1.50955 -0.94 -1.81 2.49 -0.92
C -0.94329 0.33997 -0.14196 -1.75 2.10 1.11 -0.04
F -1.30248 -0.42824 -1.11977 0.13 -0.54 -0.33 0.00
F -0.88414 -0.32865 1.01942 0.81 -1.26 0.46 0.00
F -2.07937 1.11140 0.15098 1.74 0.47 -1.17 0.00
C 1.84887 -0.93802 0.35955 2.84 -2.00 -0.47 0.00
C 2.47817 -2.19389 -0.36296 -1.23 0.06 0.16 0.00
H 1.64461 -2.77545 -0.75675 0.25 -0.32 -0.29 0.00
H 3.18315 -1.98545 -1.16773 -0.31 0.60 -0.10 0.00
H 3.07426 -2.81499 0.30563 -0.37 0.08 0.44 0.00
H 1.09658 -1.27876 1.07092 0.04 0.32 -0.12 -0.01
H 2.78724 -0.62850 0.81970 -0.45 1.05 0.99 0.00
H 0.76757 1.67485 0.45655 -0.27 0.00 0.36 -0.04
C -1.07338 -0.03939 4.59808 -0.56 0.03 0.23 0.04
S -0.23536 1.26664 5.53805 0.64 -1.79 0.61 0.18
O -0.50021 1.07363 7.05298 0.41 0.23 -2.30 0.70
C 1.45789 0.57418 5.18104 0.25 1.07 2.12 0.06
H -1.83252 -0.40625 5.28890 -0.20 -0.22 -0.28 -0.01
H -0.27348 -0.74597 4.37669 -0.37 -0.14 0.21 0.02
H -1.50929 0.29843 3.65788 -0.13 0.41 0.31 0.01
H 1.53828 -0.45638 5.52683 -0.65 -0.13 -0.28 0.00
H 1.98300 1.11895 5.96563 0.82 0.29 -0.52 0.00
H 1.83032 0.71678 4.16661 -0.40 0.36 0.13 0.00
C 4.78700 4.26522 3.58918 0.25 0.63 -0.45 0.00
S 3.09031 4.66183 3.05271 0.22 0.74 -0.90 0.00
O 3.24335 5.74706 2.00515 -0.33 -1.78 1.16 0.00
C 2.72143 3.02855 2.19800 1.47 0.52 0.57 0.00
H 4.88416 3.46045 4.31789 -0.23 0.08 -0.06 0.00
H 5.15998 5.20857 3.98803 -0.31 0.00 0.49 0.00
H 5.45984 4.14649 2.73988 -0.32 -0.51 -0.32 0.00
H 3.15215 2.23800 2.81251 -0.29 -0.08 0.42 0.00
H 3.41353 3.03995 1.35600 -0.65 0.08 -0.61 0.00
H 1.65732 2.86954 2.02340 0.20 0.32 -0.25 0.00
C 1.50984 -2.16909 -3.92912 0.36 0.60 -0.02 0.00
S -0.12189 -1.55430 -3.40346 -0.61 0.19 -1.17 0.00
O -0.26801 -0.05592 -3.77442 0.85 -2.56 0.42 -0.02
C -1.18779 -2.57074 -4.54227 0.70 0.30 -0.31 0.00
H 2.11016 -1.63856 -3.19003 0.48 -0.16 -0.27 0.00
H 1.84351 -1.92178 -4.93689 -0.49 0.70 -0.06 0.00
H 1.71395 -3.23963 -3.90953 -0.72 -0.17 0.70 0.00
H -0.75466 -2.50518 -5.54037 -0.35 0.55 -0.15 0.00
H -2.22897 -2.25354 -4.48367 0.25 0.23 -0.06 0.00
H -1.14847 -3.64454 -4.35924 0.22 0.04 0.78 0.00
C 1.89464 -5.62194 2.02061 0.55 -0.40 -0.23 0.01
S 1.74010 -6.60933 0.43868 -0.97 3.42 -1.11 0.01
O 0.43574 -6.04705 -0.20263 1.19 -0.92 1.14 0.06
C 3.00897 -5.64977 -0.51732 1.01 -0.55 -0.97 0.00
H 1.06394 -4.91712 2.05632 -0.27 -0.40 0.03 0.00
H 2.79480 -5.00817 2.05362 0.15 -0.27 -0.26 0.00
H 1.96081 -6.32939 2.84719 -0.42 0.17 0.07 0.00
H 3.75948 -5.05343 0.00153 -0.24 -0.39 0.67 0.00
H 2.62808 -4.98927 -1.29627 -1.09 -0.03 0.46 0.00
H 3.57103 -6.33979 -1.14665 0.10 -0.46 0.33 0.00
C -3.13168 6.54042 -1.50427 2.07 -0.62 -0.01 0.00
S -2.52677 4.75288 -1.43345 -1.34 -0.92 -2.63 0.00
O -1.63831 4.44487 -2.68578 -0.75 0.81 2.73 0.00
C -1.65193 4.66161 0.15574 1.12 0.84 0.06 0.01
H -3.94337 6.83039 -2.17149 -0.66 -1.13 0.52 0.00
H -2.32629 7.06740 -2.01587 0.57 0.13 0.61 0.00
H -3.19587 6.77697 -0.44219 -0.39 0.54 -0.30 0.00
H -1.05768 3.74805 0.17492 0.13 0.08 -0.59 0.00
H -2.24399 4.57646 1.06696 -0.86 0.26 -0.49 0.00
H -1.01097 5.53434 0.28074 0.29 -0.10 0.01 0.00
C -4.54824 0.02270 -4.87583 1.03 -0.43 1.30 0.00
S -3.14495 0.51870 -3.78851 -1.89 1.75 -0.35 0.00
O -2.33633 1.40905 -4.66387 0.51 0.16 0.06 0.00
C -4.21875 1.60693 -2.77833 0.16 -0.38 -0.15 0.00
H -5.00644 0.84943 -5.41866 0.73 -0.02 -0.28 0.00
H -5.33185 -0.39143 -4.24138 0.16 -0.53 -0.12 0.00
H -3.93546 -0.71686 -5.39125 -1.15 -0.13 -1.01 0.00
H -3.64033 2.22166 -2.08867 -0.06 -0.20 0.04 0.00
H -4.91128 0.91211 -2.30323 0.07 0.11 0.48 0.00
H -4.82302 2.23885 -3.42920 0.31 0.09 -0.15 0.00
C -4.60882 -0.52900 2.17884 -0.84 1.13 0.11 0.01
S -5.26056 0.90150 3.12266 1.62 0.02 0.16 0.00
O -4.63542 0.69281 4.48665 -0.21 0.57 -1.23 0.01
C -4.15410 2.19095 2.18272 -0.71 -1.07 0.86 0.00
H -5.00827 -0.36076 1.17873 0.28 -0.41 -0.22 0.00
H -5.03338 -1.41719 2.64679 0.27 0.01 -0.08 0.00
H -3.52864 -0.39999 2.24719 0.00 -0.45 -0.14 -0.01
H -4.14102 2.16464 1.09311 -0.73 -0.16 0.03 0.00
H -3.14212 1.90361 2.46805 0.01 0.38 0.48 0.00
H -4.52142 3.14224 2.56773 0.45 0.01 -0.05 0.00
C 4.21551 1.13447 -1.12930 0.63 -0.95 -0.83 0.00
S 3.84902 0.95397 -2.95244 -1.54 0.36 1.93 0.00
O 3.21169 2.29502 -3.30421 1.32 -1.12 -0.45 0.00
C 5.52095 0.54299 -3.52158 0.02 1.04 -0.77 0.00
H 4.24617 0.10841 -0.76275 -0.09 -0.10 0.10 0.00
H 3.42630 1.67328 -0.60495 0.18 0.13 -0.48 0.00
H 5.22623 1.51268 -0.97603 -0.22 0.50 -0.05 0.00
H 5.37861 0.31601 -4.57814 0.14 0.14 -0.09 0.00
H 5.92956 -0.36213 -3.07224 -0.45 0.05 0.45 0.00
H 6.22142 1.37110 -3.41348 -0.02 0.00 0.02 0.00
C -2.24819 -4.93864 1.97595 0.35 1.47 1.23 0.05
S -1.79662 -3.22201 1.51556 1.60 -0.98 -1.00 0.28
O -0.61969 -2.83437 2.37593 -1.28 -0.26 -0.72 0.46
C -1.27129 -3.47926 -0.22781 -0.49 0.71 0.01 0.07
H -2.93827 -5.44387 1.30020 0.19 0.25 0.00 0.00
H -2.65362 -4.69004 2.95673 -0.42 -0.78 0.12 0.00
H -1.25676 -5.36558 2.12726 -0.14 -0.47 -0.40 0.01
H -0.21620 -3.75280 -0.23561 -0.04 -0.50 0.31 0.00
H -1.41679 -2.60724 -0.86539 -0.08 0.11 0.35 0.01
H -1.94694 -4.26812 -0.55839 0.26 -0.18 0.01 0.01
```
Positions in Å, forces in eV/Å.

## Properties
- LUMO energy (spin up / spin down) (eV) = -9.5 / -12.2
- 2S+1 = 2
- HOMO level (spin up / spin down) (eV) = -14.390 / -14.391
- ⟨S²⟩ = 1.7689
- charge = +3

=====

Entry 2:
The following is a quantum chemistry calculation of a cluster of 7 separate species, C22H60INO18PS7 in total at a distorted geometry, from the Open Molecules 2025 dataset.

Geometry as XYZ:
```
110
Properties=species:S:1:pos:R:3:forces:R:3:lowdin_charge:R:1
C -9.17385 5.67647 3.03579 -0.77 -0.75 0.38 -0.34
P -8.01508 6.28933 1.59583 -2.42 0.66 -0.44 0.64
C -8.74781 5.36692 0.04393 -0.25 -0.18 -0.12 -0.40
S -6.03243 5.39835 1.83802 0.44 -0.79 0.56 0.26
I -5.38721 4.78943 -0.42151 0.12 0.48 0.73 0.68
C -4.90654 6.68102 2.60266 2.39 1.28 0.43 -0.45
C -3.96535 7.51439 1.55418 0.67 1.29 0.37 -0.32
N -4.65899 8.72768 0.92896 -0.07 -1.82 0.13 -0.03
H -9.30095 6.50942 3.86574 0.62 -1.81 -1.76 0.07
H -10.25613 5.51750 2.56558 2.42 0.37 0.81 0.07
H -8.84326 4.64434 3.47704 -0.64 2.02 -0.64 0.06
H -9.93262 5.36650 0.18823 2.69 0.17 -0.36 0.08
H -8.42174 6.02986 -0.88598 -0.85 -1.71 1.94 0.05
H -8.38826 4.25435 -0.02909 -0.75 2.18 -0.04 0.03
H -4.16407 6.09257 3.32353 -1.80 0.89 -1.56 0.11
H -5.49028 7.47553 3.24727 0.63 -1.85 -1.42 0.12
H -3.44992 6.87253 0.72042 -1.19 1.02 1.72 0.09
H -3.07273 7.97184 2.20220 -1.95 -1.34 -1.13 0.14
H -5.49506 9.02162 1.47900 0.95 -0.40 -0.95 0.07
H -4.87018 8.57262 -0.08121 -0.08 0.21 1.43 0.07
O -1.79204 3.71370 5.90069 0.24 0.62 -1.21 -0.28
S -0.96693 4.37689 4.91111 0.91 -0.70 0.38 0.62
O -1.52743 5.23706 3.89190 -0.27 -0.50 0.54 -0.32
O -0.00440 3.27039 4.19899 -0.29 1.32 0.87 -0.26
C -0.60874 2.14118 3.58277 -0.57 -0.86 -0.66 -0.26
C -1.26038 2.51173 2.26310 -0.20 0.21 -0.21 -0.07
C 0.31060 5.27835 5.75501 0.10 -0.10 -0.12 -0.11
H -1.32718 1.66858 4.26069 0.08 0.18 0.06 0.12
H 0.18702 1.41240 3.39711 0.09 0.35 0.23 0.12
H -2.11159 3.18174 2.41626 0.06 -0.10 0.02 0.06
H -1.62496 1.61834 1.74679 0.13 0.03 0.09 0.08
H -0.55009 3.03351 1.61350 -0.02 -0.18 0.09 0.09
H 0.76977 4.63100 6.50368 -0.12 0.02 -0.15 0.08
H -0.15164 6.14145 6.23818 -0.09 -0.16 -0.11 0.08
H 1.04808 5.61331 5.02353 -0.13 -0.08 0.05 0.07
O 3.94817 2.95755 -0.88119 -0.58 -0.18 1.11 -0.29
S 3.86726 2.28640 0.40057 0.95 -0.40 0.05 0.62
O 2.60256 2.00000 1.04191 0.42 0.51 -0.62 -0.31
O 4.83631 3.05630 1.46176 -0.37 -0.95 -0.72 -0.26
C 4.63547 4.44639 1.67942 -0.29 0.99 0.24 -0.27
C 3.40290 4.70289 2.52703 -0.38 -0.04 0.04 -0.08
C 4.79415 0.77362 0.30422 0.14 0.19 0.18 -0.11
H 4.58010 4.98331 0.72666 -0.01 -0.19 0.00 0.12
H 5.51826 4.81938 2.20896 0.00 -0.37 -0.18 0.13
H 2.49079 4.41191 1.99757 0.12 0.05 0.06 0.06
H 3.32042 5.76455 2.77942 0.12 -0.09 -0.04 0.08
H 3.44079 4.11879 3.45231 0.07 0.10 -0.11 0.09
H 5.76735 0.97881 -0.14428 -0.17 0.09 0.04 0.08
H 4.23282 0.07599 -0.32052 -0.04 0.15 0.06 0.07
H 4.90626 0.36394 1.30957 -0.11 0.07 -0.18 0.06
O 2.45560 -3.62980 0.89778 0.48 1.01 1.36 -0.30
S 2.28885 -2.35923 1.57433 -0.58 0.45 0.31 0.66
O 3.41370 -1.52100 1.92777 -0.62 -1.04 -0.32 -0.28
O 1.35959 -2.58236 2.89517 0.19 0.55 -1.37 -0.26
C 1.76912 -3.54359 3.85870 0.54 -0.71 0.90 -0.27
C 2.93299 -3.03523 4.68961 0.34 0.11 -0.03 -0.08
C 1.13439 -1.37524 0.64918 -0.12 -0.05 0.16 -0.10
H 2.01272 -4.49587 3.37608 -0.03 0.16 -0.11 0.12
H 0.91222 -3.72494 4.51572 -0.06 0.20 -0.36 0.12
H 3.83250 -2.91423 4.07873 -0.13 -0.05 0.09 0.07
H 3.16736 -3.73548 5.49730 -0.12 0.06 -0.10 0.08
H 2.70139 -2.05669 5.12270 -0.04 -0.17 -0.02 0.08
H 0.26158 -1.98296 0.40574 0.12 0.03 0.05 0.08
H 1.63113 -1.04844 -0.26652 0.10 -0.15 0.11 0.06
H 0.85126 -0.50766 1.24774 0.13 -0.12 -0.04 0.06
O 3.04377 -2.02453 -2.25957 0.54 -0.57 -0.13 -0.31
S 3.20115 -3.45607 -2.42019 -0.51 -1.01 0.13 0.62
O 4.36255 -4.16370 -1.92703 -0.71 1.05 -0.49 -0.27
O 2.97440 -3.83946 -3.98848 -0.38 0.08 1.15 -0.27
C 3.77856 -3.19569 -4.96773 0.82 0.35 -0.71 -0.28
C 5.19228 -3.74778 -4.97502 0.30 -0.01 0.20 -0.07
C 1.75093 -4.25800 -1.77934 -0.12 -0.07 -0.41 -0.11
H 3.77737 -2.11103 -4.81741 -0.07 -0.10 0.14 0.11
H 3.31436 -3.38692 -5.94076 -0.21 -0.07 0.33 0.12
H 5.71549 -3.50858 -4.04445 -0.08 -0.03 -0.14 0.07
H 5.76923 -3.32435 -5.80296 -0.15 -0.05 0.04 0.08
H 5.18160 -4.83851 -5.06960 -0.03 0.17 -0.06 0.08
H 0.86370 -3.75875 -2.17171 0.14 -0.04 -0.11 0.08
H 1.77654 -4.17674 -0.69085 0.14 -0.05 -0.53 0.03
H 1.76974 -5.30880 -2.07361 0.02 0.13 -0.03 0.07
O 2.75225 -9.56422 -2.25690 -1.26 0.47 -0.26 -0.28
S 1.62642 -8.97188 -2.95081 0.14 -0.33 -0.40 0.62
O 0.61526 -8.20073 -2.26109 0.85 -0.62 -0.18 -0.30
O 0.89562 -10.12030 -3.84801 0.76 1.21 0.07 -0.27
C 0.44153 -11.30105 -3.20016 -0.52 -0.86 0.65 -0.28
C -0.81910 -11.04260 -2.39550 -0.13 0.19 0.27 -0.08
C 2.24619 -7.99287 -4.29778 -0.10 -0.13 -0.13 -0.12
H 1.23180 -11.72674 -2.57299 0.02 0.18 -0.08 0.12
H 0.22226 -12.03339 -3.98402 0.22 0.34 -0.09 0.12
H -0.62114 -10.37202 -1.55404 -0.01 -0.12 -0.11 0.07
H -1.21992 -11.97777 -1.99246 0.09 0.06 -0.13 0.08
H -1.58417 -10.56575 -3.01682 0.11 -0.14 0.04 0.09
H 2.98468 -8.57425 -4.85187 -0.13 0.03 0.13 0.08
H 2.71148 -7.09958 -3.87636 -0.07 -0.15 0.10 0.06
H 1.41127 -7.70838 -4.94052 0.08 -0.07 0.13 0.08
O -1.68823 -0.58336 -1.93349 -0.10 0.43 -1.09 -0.29
S -2.02172 0.20851 -3.10037 0.48 0.35 -0.22 0.62
O -2.11327 -0.36953 -4.42337 0.14 0.23 1.34 -0.28
O -1.03649 1.50621 -3.15695 -1.63 -0.57 0.27 -0.27
C 0.36860 1.29218 -3.15724 1.37 -0.27 -0.24 -0.27
C 0.85313 0.79044 -4.50518 -0.04 -0.28 -0.23 -0.07
C -3.53214 1.08533 -2.77369 0.02 0.20 0.01 -0.13
H 0.65593 0.60719 -2.35268 -0.17 0.03 -0.05 0.11
H 0.84044 2.25679 -2.94342 -0.40 -0.06 0.09 0.13
H 0.46144 -0.20824 -4.71999 0.09 0.12 0.05 0.07
H 1.94583 0.73453 -4.52773 -0.14 0.08 0.10 0.08
H 0.51372 1.45148 -5.30929 0.09 -0.03 0.15 0.09
H -3.46535 1.55908 -1.79313 0.09 -0.10 -0.10 0.06
H -4.34918 0.36119 -2.78553 0.22 -0.03 -0.04 0.08
H -3.68451 1.82964 -3.55721 0.09 -0.14 0.05 0.07
```
Positions in Å, forces in eV/Å.

## Properties
- LUMO energy (eV) = -5.7
- HOMO level (eV) = -11.773
- charge = +1

=====

Question: Among the records above, which one has the lowest charge?
Answer: C22H60INO18PS7

=====

Question: Among the records above, which one has the highest charge?
Answer: C22H60F3O11S9Tl